Formula: C5H6N2O2
Source: the Open Molecules 2025 dataset
Level of theory: wB97M-V/def2-TZVPD

```
! RIJCOSX wB97M-V def2-TZVPD def2/J DEFGRID3
* xyz 0 1
C 1.907 0.219 0.028
C 0.916 -0.876 0.213
C -0.515 -0.306 0.089
C -0.988 0.861 -0.093
C -2.624 -0.463 -0.005
H 2.880 -1.190 -0.664
H 1.228 -1.000 1.013
H 0.974 -1.731 -0.785
H -0.627 2.070 -0.122
H -3.323 1.542 -0.213
H -3.931 -0.793 -0.217
N -2.426 0.820 -0.075
N -1.622 -1.238 0.061
O 3.163 -0.344 -0.181
O 1.707 1.272 0.143
*
```

Electronic energy: -12351.838 eV
Gap between HOMO and LUMO: 0.373 Ha
HOMO energy: -9.56 eV
LUMO energy: 0.59 eV

---

Formula: C6H13N
Source: the Open Molecules 2025 dataset
Level of theory: wB97M-V/def2-TZVPD

```
! RIJCOSX wB97M-V def2-TZVPD def2/J DEFGRID3
* xyz 0 1
C 0.008 -0.272 2.126
C 0.858 0.854 1.507
C 1.581 0.386 0.227
C 0.765 -0.447 -0.743
C -0.393 -0.101 -1.330
C -1.230 -1.086 -2.144
N -1.104 1.086 -1.004
H 0.507 -1.235 2.185
H -0.937 -0.471 1.614
H -0.324 0.019 3.129
H 1.640 1.079 2.234
H 0.212 1.733 1.476
H 1.823 1.293 -0.356
H 2.557 -0.090 0.324
H 1.375 -1.200 -1.235
H -1.883 -1.609 -1.432
H -1.980 -0.548 -2.719
H -0.576 -1.724 -2.724
H -2.081 0.830 -0.999
H -0.817 1.503 -0.137
*
```

Structure (SMILES): CCC/C=C(/C)N
Electronic energy: -7922.082 eV
Gap between HOMO and LUMO: 0.330 Ha
HOMO energy: -7.96 eV
LUMO energy: 1.01 eV

---

Formula: C9H31F4N7O10P2V2
Source: the Open Molecules 2025 dataset
Level of theory: wB97M-V/def2-TZVPD

```
! RIJCOSX wB97M-V def2-TZVPD def2/J DEFGRID3
* xyz 2 7
V -4.388 -0.356 2.764
V 0.897 0.662 4.209
O -0.583 -0.843 4.472
P -1.842 -1.562 4.749
O -3.067 -1.359 3.915
F -2.265 -1.349 6.204
F -1.539 -3.059 4.764
O -0.351 1.157 2.664
P -1.265 0.840 1.540
O -2.642 0.366 1.804
F -0.586 -0.282 0.731
F -1.283 2.066 0.633
C -1.956 2.247 -2.774
O -0.778 2.582 -2.022
H -1.602 1.568 -3.550
H -2.729 1.741 -2.193
H -2.338 3.156 -3.232
H -0.904 2.429 -1.085
C -1.621 5.152 2.612
O -2.447 6.000 3.397
H -1.407 5.580 1.634
H -0.805 4.921 3.298
H -2.057 4.156 2.398
H -3.226 6.224 2.879
C 2.028 4.783 0.498
O 2.095 5.423 -0.522
N 2.623 5.195 1.672
N 1.252 3.631 0.604
H 3.181 6.027 1.635
H 2.483 4.692 2.524
H 1.077 3.237 1.508
H 1.028 3.237 -0.294
C 1.941 -1.973 2.485
O 1.719 -0.765 2.776
N 2.866 -2.707 3.126
N 1.280 -2.563 1.472
H 3.350 -2.330 3.921
H 2.949 -3.695 2.955
H 0.529 -2.039 1.061
H 1.236 -3.560 1.343
C 3.097 1.026 -1.280
O 3.893 1.570 -2.004
N 1.769 0.900 -1.625
N 3.496 0.382 -0.114
H 1.414 1.540 -2.316
H 1.152 0.475 -0.960
H 4.431 0.671 0.121
H 2.775 0.298 0.581
C -2.270 -3.889 -4.513
C -0.814 -4.323 -4.525
C -0.139 -4.008 -3.191
O -0.036 -2.622 -2.988
C 0.020 -2.210 -1.661
N -0.772 -5.770 -4.809
H -2.753 -4.030 -5.478
H -2.360 -2.815 -4.315
H -2.839 -4.402 -3.734
H -0.303 -3.787 -5.325
H 0.812 -4.565 -3.182
H -0.730 -4.488 -2.392
H 1.045 -2.239 -1.264
H -0.571 -2.861 -0.995
H -0.369 -1.193 -1.637
H -1.017 -6.342 -4.006
H 0.220 -5.948 -4.963
*
```

Electronic energy: -121557.203 eV
Gap between HOMO and LUMO (alpha / beta): 0.116 / 0.151 Ha
HOMO energy (alpha / beta): -12.78 / -12.78 eV
LUMO energy (alpha / beta): -9.62 / -8.66 eV
<S²>: 12.0084

---

Formula: C40H42IrN7O4PS2
Source: the Open Molecules 2025 dataset
Level of theory: wB97M-V/def2-TZVPD

```
! RIJCOSX wB97M-V def2-TZVPD def2/J DEFGRID3
* xyz 2 2
Ir 0.092 0.002 -0.375
O 0.403 -2.096 2.451
C 0.715 -0.924 2.250
O -0.008 -0.004 1.681
C 2.094 -0.554 2.643
C 2.555 -0.722 3.943
C 3.864 -0.392 4.245
C 4.712 0.093 3.252
C 4.255 0.234 1.953
C 2.932 -0.090 1.648
P 2.398 0.020 -0.072
C 3.072 1.627 -0.530
C 4.229 1.819 -1.285
C 4.691 3.109 -1.513
C 4.012 4.200 -0.991
C 2.879 4.008 -0.207
C 2.410 2.726 0.022
C 3.284 -1.309 -0.884
C 3.667 -1.234 -2.229
C 4.343 -2.289 -2.815
C 4.612 -3.437 -2.077
C 4.194 -3.536 -0.757
C 3.527 -2.479 -0.158
H 1.890 -1.111 4.703
H 4.230 -0.516 5.255
H 5.732 0.362 3.492
H 4.921 0.600 1.181
H 4.784 0.973 -1.666
H 5.595 3.259 -2.089
H 4.372 5.202 -1.181
H 2.377 4.860 0.235
H 1.553 2.560 0.666
H 3.461 -0.343 -2.809
H 4.663 -2.221 -3.846
H 5.140 -4.260 -2.541
H 4.394 -4.434 -0.188
H 3.203 -2.561 0.872
C -3.834 -2.893 -0.917
O -3.384 -2.849 0.461
C -2.171 -2.503 0.797
S -1.895 -2.593 2.436
S -1.079 -2.085 -0.493
H -4.873 -3.194 -0.860
H -3.263 -3.626 -1.482
H -3.747 -1.910 -1.375
C 0.502 -1.231 -3.109
N -0.015 0.055 -2.503
C -1.452 0.213 -2.960
N -1.556 0.211 -4.398
C -1.017 -1.052 -4.924
N 0.386 -1.217 -4.542
C 1.161 -0.098 -5.088
N 0.660 1.178 -4.554
C 0.777 1.180 -3.119
C -0.751 1.320 -4.934
H -0.070 -2.064 -2.705
H 1.542 -1.345 -2.827
H -1.841 1.156 -2.579
H -2.028 -0.615 -2.550
H -1.095 -1.043 -6.010
H -1.601 -1.886 -4.532
H 1.065 -0.090 -6.172
H 2.212 -0.213 -4.821
H 0.400 2.124 -2.731
H 1.821 1.065 -2.830
H -0.828 1.321 -6.020
H -1.140 2.264 -4.546
C -3.871 3.265 -6.377
C -4.365 3.403 -4.958
C -4.291 2.350 -4.059
C -4.767 2.467 -2.755
C -5.334 3.657 -2.326
N -5.876 3.852 -1.025
C -5.838 3.054 0.087
O -6.728 3.006 0.896
N -4.681 2.267 0.257
C -3.370 2.598 -0.050
C -2.951 3.878 -0.421
C -1.620 4.090 -0.722
C -0.726 3.038 -0.673
N -1.125 1.811 -0.308
C -2.406 1.602 0.013
C -5.419 4.717 -3.221
C -4.938 4.591 -4.513
H -3.527 2.251 -6.581
H -3.052 3.960 -6.574
H -4.663 3.511 -7.085
H -3.875 1.404 -4.388
H -4.745 1.605 -2.102
H -6.603 4.550 -0.956
H -4.821 1.544 0.948
H -3.655 4.697 -0.440
H -1.269 5.077 -0.990
H 0.316 3.175 -0.906
H -2.672 0.602 0.345
H -5.874 5.649 -2.901
H -5.020 5.431 -5.194
*
```

Electronic energy: -94566.591 eV
Gap between HOMO and LUMO (alpha / beta): 0.184 / 0.185 Ha
HOMO energy (alpha / beta): -12.66 / -12.66 eV
LUMO energy (alpha / beta): -7.65 / -7.64 eV
<S²>: 0.7656

---

Formula: C2H3ClN2
Source: the Open Molecules 2025 dataset
Level of theory: wB97M-V/def2-TZVPD

```
! RIJCOSX wB97M-V def2-TZVPD def2/J DEFGRID3
* xyz 0 1
C -1.494 0.330 0.351
C -0.094 0.009 0.179
N -2.569 0.412 -0.138
N -3.730 0.762 -0.103
Cl -4.914 -0.488 0.011
H -0.063 -0.552 -0.866
H 0.425 -0.482 0.956
H 0.382 1.062 0.045
*
```

Electronic energy: -17620.790 eV
Gap between HOMO and LUMO: 0.313 Ha
HOMO energy: -8.22 eV
LUMO energy: 0.29 eV

---

Formula: C4H4NO2
Source: the Open Molecules 2025 dataset
Level of theory: wB97M-V/def2-TZVPD

```
! RIJCOSX wB97M-V def2-TZVPD def2/J DEFGRID3
* xyz -1 1
C -0.176 1.064 -0.023
C -0.747 1.403 2.004
C 0.589 0.079 -0.837
C 0.257 -1.378 -0.804
N -0.351 1.044 -1.315
O -0.241 2.396 2.471
O -1.472 0.437 2.255
H 1.666 0.200 -1.145
H -0.795 -1.731 -0.483
H 0.935 -1.983 -0.176
H 0.334 -1.532 -1.946
*
```

Electronic energy: -9796.448 eV
Gap between HOMO and LUMO: 0.295 Ha
HOMO energy: -3.75 eV
LUMO energy: 4.28 eV

---

Formula: C10H21N8O2PtSe
Source: the Open Molecules 2025 dataset
Level of theory: wB97M-V/def2-TZVPD

```
! RIJCOSX wB97M-V def2-TZVPD def2/J DEFGRID3
* xyz 1 1
Pt -0.366 0.827 0.335
N 0.755 2.077 1.541
C 1.818 2.808 0.788
C 2.955 2.019 0.138
C 2.515 1.028 -0.915
O 2.611 1.441 -2.177
O 2.061 -0.051 -0.610
H 0.083 2.791 1.828
H 1.098 1.673 2.408
H 2.274 3.521 1.477
H 1.292 3.385 0.026
H 3.501 1.442 0.885
H 3.622 2.766 -0.289
N -0.334 -0.827 -3.865
C -1.231 0.316 -3.777
C -1.124 0.894 -2.380
N -1.334 -0.104 -1.275
C -0.752 -1.452 -1.568
C -0.881 -1.880 -3.017
H 2.228 0.740 -2.733
H -0.273 -1.153 -4.821
H -2.271 0.046 -4.010
H -0.925 1.093 -4.479
H -1.841 1.695 -2.218
H -0.127 1.316 -2.254
H -2.335 -0.188 -1.125
H -1.232 -2.162 -0.897
H 0.304 -1.399 -1.314
H -1.929 -2.096 -3.273
H -0.310 -2.800 -3.145
Se -3.217 4.023 2.041
C -2.291 3.027 0.952
N -1.659 2.350 0.218
N -1.185 -2.139 4.169
C -0.154 -2.953 3.905
N 0.135 -3.927 4.772
N 0.624 -2.857 2.831
C 0.390 -1.892 1.994
N 0.232 -1.069 1.193
H -1.755 -2.259 4.987
H -1.453 -1.428 3.510
H -0.423 -4.112 5.585
H 0.906 -4.534 4.556
*
```

Electronic energy: -95315.130 eV
Gap between HOMO and LUMO: 0.283 Ha
HOMO energy: -10.29 eV
LUMO energy: -2.59 eV

---

Formula: C8H17BClO4
Source: the Open Molecules 2025 dataset
Level of theory: wB97M-V/def2-TZVPD

```
! RIJCOSX wB97M-V def2-TZVPD def2/J DEFGRID3
* xyz -1 1
C -0.450 -2.620 -3.506
C -0.877 -1.281 -2.878
C -0.051 -0.930 -1.642
C -0.599 0.272 -0.879
C 0.446 0.990 -0.016
O 1.625 0.248 0.183
B 2.273 0.841 1.386
Cl 3.929 1.704 1.005
O 1.290 1.871 1.870
C 0.058 1.402 1.416
C -0.994 2.501 1.373
C -0.497 0.175 2.208
O 0.116 0.028 3.476
O 0.487 -1.366 3.585
H -1.172 -3.405 -3.282
H -0.338 -2.552 -4.589
H 0.516 -2.930 -3.102
H -0.778 -0.478 -3.613
H -1.937 -1.331 -2.606
H -0.017 -1.805 -0.987
H 0.981 -0.744 -1.943
H -1.033 0.993 -1.578
H -1.415 -0.065 -0.229
H 0.760 1.946 -0.468
H 2.494 -0.020 2.216
H -0.734 3.255 0.628
H -1.969 2.074 1.118
H -1.091 2.980 2.351
H -1.563 0.337 2.404
H -0.362 -0.748 1.644
H 0.902 -1.341 4.458
*
```

Electronic energy: -29961.819 eV
Gap between HOMO and LUMO: 0.291 Ha
HOMO energy: -4.64 eV
LUMO energy: 3.28 eV

---

Q: What is the electronic energy in the seventh record?
A: -95315.130 eV